Record 1
C5H8N2 in the gas phase in a non-equilibrium geometry, computed with ωB97M-V/def2-TZVPD.

CARTESIAN COORDINATES (ANGSTROEM)
C: -0.539 1.831 -0.055
C: 0.630 0.970 0.314
C: 1.326 -1.230 0.939
N: 0.647 -0.360 0.177
C: -0.184 -0.961 -0.883
C: -1.579 -1.120 -0.456
N: -2.691 -1.225 -0.156
H: -1.262 1.920 0.770
H: -1.105 1.458 -0.915
H: -0.205 2.842 -0.309
H: 1.384 1.342 1.002
H: 1.596 -2.194 0.532
H: 1.788 -0.854 1.843
H: -0.145 -0.327 -1.774
H: 0.234 -1.938 -1.133

- E_LUMO (spin up / spin down): 0.67 / 0.67 eV
- HOMO level (spin up / spin down): -6.94 / -6.94 eV
- Multiplicity: 1
- E_tot: -304.720615 Eh
- Kohn-Sham gap (spin up / spin down): 7.61 / 7.61 eV

Record 2
2 unconnected molecules or ions with the total composition C4H11NO in a non-equilibrium geometry, computed with ωB97M-V/def2-TZVPD.

CARTESIAN COORDINATES (ANGSTROEM)
C: -0.114 -0.604 0.245
C: -0.595 0.621 -0.338
C: 2.531 0.725 0.063
C: -2.256 0.272 0.297
N: -0.195 -1.807 -0.400
O: 1.450 0.169 -0.605
H: -0.046 -0.658 1.330
H: -0.499 -2.609 0.127
H: 0.011 -1.765 -1.390
H: -0.345 1.525 0.202
H: -0.714 0.645 -1.412
H: 3.304 -0.034 0.259
H: 2.253 1.202 1.026
H: 2.988 1.515 -0.555
H: -2.765 1.152 -0.089
H: -2.319 0.274 1.383
H: -2.690 -0.623 -0.142

- E_LUMO: 0.91 eV
- HOMO level: -7.79 eV
- Multiplicity: 1
- E_tot: -288.860033 Eh
- Kohn-Sham gap: 8.70 eV

Record 3
A molecular structure, C2H4O2Tl in a non-equilibrium geometry, computed with ωB97M-V/def2-TZVPD.

CARTESIAN COORDINATES (ANGSTROEM)
H: -0.445 1.246 0.546
C: 0.349 -0.563 -0.339
C: -0.337 0.185 0.814
O: -1.655 -0.365 0.874
O: 0.983 0.154 -1.239
H: -1.584 -1.017 0.037
H: 0.773 -1.548 -0.076
H: 0.225 -0.036 1.742
Tl: 1.690 1.943 -2.358

- <S²>: 0.75
- E_LUMO (spin up / spin down): -0.48 / -0.60 eV
- HOMO level (spin up / spin down): -6.08 / -9.11 eV
- Multiplicity: 2
- E_tot: -401.465566 Eh
- Kohn-Sham gap (spin up / spin down): 5.60 / 8.52 eV

Record 4
A molecular structure, C16H25N6O2STeW in a non-equilibrium geometry, computed with ωB97M-V/def2-TZVPD.

CARTESIAN COORDINATES (ANGSTROEM)
W: 0.952 0.578 -0.328
N: -5.954 -0.600 2.957
C: -4.863 -0.942 2.220
C: -4.434 -0.123 1.163
C: -3.338 -0.477 0.411
C: -2.634 -1.648 0.700
C: -3.056 -2.468 1.746
C: -4.157 -2.122 2.495
S: -1.270 -2.101 -0.255
O: -1.466 -1.659 -1.605
O: -0.910 -3.451 0.050
N: 0.001 -1.140 0.270
C: 0.519 -1.245 1.558
N: 1.500 -0.326 1.613
C: 2.145 -0.130 2.759
C: 1.823 -0.906 3.855
C: 0.805 -1.840 3.682
N: 0.131 -2.022 2.546
H: -6.474 0.235 2.764
H: -6.272 -1.182 3.709
H: -4.982 0.780 0.929
H: -3.031 0.153 -0.413
H: -2.517 -3.379 1.961
H: -4.489 -2.773 3.293
H: 2.900 0.645 2.783
H: 2.330 -0.786 4.799
H: 0.511 -2.472 4.513
C: 3.977 0.482 -0.729
N: 2.905 1.447 -1.073
C: 3.235 2.751 -0.430
C: 2.872 1.630 -2.556
C: 1.467 1.902 -3.011
N: 0.555 0.836 -2.520
C: 0.914 -0.468 -3.138
C: -0.830 1.171 -2.947
H: 4.924 0.763 -1.196
H: 3.705 -0.514 -1.089
H: 4.095 0.448 0.352
H: 4.248 3.035 -0.725
H: 3.162 2.648 0.650
H: 2.514 3.498 -0.751
H: 3.260 0.721 -3.013
H: 3.547 2.441 -2.841
H: 1.419 1.950 -4.104
H: 1.091 2.846 -2.611
H: 1.030 -0.354 -4.219
H: 0.132 -1.188 -2.910
H: 1.859 -0.842 -2.734
H: -0.863 1.192 -4.040
H: -1.088 2.146 -2.541
H: -1.503 0.412 -2.562
Te: -0.397 2.448 0.565

- E_LUMO (spin up / spin down): -3.63 / -3.68 eV
- Net charge: +1
- HOMO level (spin up / spin down): -10.40 / -10.38 eV
- Multiplicity: 1
- E_tot: -1836.787088 Eh
- Kohn-Sham gap (spin up / spin down): 6.78 / 6.71 eV

Record 5
2 unconnected molecules or ions with the total composition CH2N2O in a non-equilibrium geometry, computed with ωB97M-V/def2-TZVPD.

CARTESIAN COORDINATES (ANGSTROEM)
C: -1.302 0.678 -0.317
N: -0.451 -0.407 -0.474
N: 0.010 0.897 -0.669
O: -2.249 1.367 -0.034
H: 0.082 -1.158 1.677
H: 0.555 1.182 -1.402

- <S²>: 2.01
- E_LUMO (spin up / spin down): 0.91 / -1.34 eV
- HOMO level (spin up / spin down): -9.57 / -10.73 eV
- Multiplicity: 3
- E_tot: -223.818999 Eh
- Kohn-Sham gap (spin up / spin down): 10.48 / 9.39 eV

Record 6
6 unconnected molecules or ions with the total composition C2H14O5 in a non-equilibrium geometry, computed with ωB97M-V/def2-TZVPD.

CARTESIAN COORDINATES (ANGSTROEM)
C: -0.626 -0.195 3.262
C: -0.157 0.566 2.287
H: -1.211 0.219 4.036
H: -0.516 -1.245 3.201
H: -0.150 1.643 2.293
H: 0.498 0.206 1.515
O: 0.838 -2.687 -0.699
H: 1.279 -1.810 -0.589
H: 0.426 -2.911 0.142
O: 1.943 0.698 -0.102
H: 2.862 0.932 0.019
H: 1.604 1.571 -0.358
O: -0.347 2.365 -0.192
H: -0.603 3.279 -0.445
H: -0.540 1.945 -1.056
O: -0.529 0.892 -2.561
H: 0.411 0.699 -2.548
H: -1.005 0.050 -2.410
O: -1.369 -1.711 -2.059
H: -0.648 -2.252 -1.683
H: -2.160 -2.252 -2.053

- Structure (SMILES): C=C.O.O.O.O.O
- E_LUMO: 0.44 eV
- HOMO level: -9.68 eV
- Multiplicity: 1
- E_tot: -460.767655 Eh
- Kohn-Sham gap: 10.12 eV

Record 7
A molecular structure, C36H39CaClP2 in a non-equilibrium geometry, computed with ωB97M-V/def2-TZVPD.

CARTESIAN COORDINATES (ANGSTROEM)
Ca: 2.011 2.393 1.947
C: 6.922 0.818 -1.057
C: 5.796 0.608 -1.748
C: 5.027 -0.658 -2.031
C: 4.131 -1.111 -0.854
C: 4.880 -1.485 0.406
C: 6.189 -1.708 0.559
C: 7.368 -1.621 -0.380
C: 7.930 -0.194 -0.566
C: 2.945 1.819 4.210
H: 7.286 1.849 -0.955
H: 5.265 1.503 -2.127
H: 5.690 -1.489 -2.297
H: 4.371 -0.425 -2.889
H: 3.479 -0.300 -0.500
H: 3.426 -1.883 -1.234
H: 4.212 -1.853 1.217
H: 6.491 -2.006 1.570
H: 7.228 -2.038 -1.383
H: 8.176 -2.241 0.044
H: 8.453 0.186 0.331
H: 8.714 -0.287 -1.332
H: 3.887 1.939 4.778
H: 2.753 0.733 4.274
H: 2.137 2.303 4.791
P: -2.918 1.395 -1.009
P: -3.307 -0.543 1.345
C: -3.056 -0.382 -1.372
C: -3.376 -1.205 -0.338
C: -4.139 2.005 -2.264
C: -4.524 1.270 -3.394
C: -5.446 1.810 -4.295
C: -6.004 3.071 -4.061
C: -5.673 3.775 -2.893
C: -4.760 3.242 -1.983
C: -1.243 1.697 -1.722
C: -0.119 1.221 -1.017
C: 1.157 1.381 -1.544
C: 1.332 2.018 -2.779
C: 0.220 2.510 -3.472
C: -1.066 2.361 -2.939
C: -4.888 -1.420 1.877
C: -6.098 -0.990 1.297
C: -7.281 -1.677 1.576
C: -7.267 -2.776 2.443
C: -6.071 -3.179 3.043
C: -4.882 -2.495 2.774
C: -2.005 -1.662 2.029
C: -1.538 -1.344 3.321
C: -0.660 -2.197 3.988
C: -0.222 -3.374 3.366
C: -0.632 -3.666 2.063
C: -1.506 -2.804 1.387
H: -2.895 -0.740 -2.396
H: -3.725 -2.242 -0.447
H: -4.115 0.279 -3.582
H: -5.717 1.231 -5.179
H: -6.704 3.495 -4.784
H: -6.127 4.746 -2.697
H: -4.516 3.778 -1.062
H: -0.255 0.682 -0.073
H: 2.031 0.966 -1.022
H: 2.334 2.112 -3.207
H: 0.345 3.008 -4.435
H: -1.932 2.736 -3.484
H: -6.108 -0.136 0.616
H: -8.220 -1.349 1.130
H: -8.189 -3.319 2.652
H: -6.056 -4.020 3.737
H: -3.951 -2.813 3.246
H: -1.886 -0.435 3.813
H: -0.325 -1.953 4.998
H: 0.442 -4.059 3.896
H: -0.277 -4.570 1.562
H: -1.816 -3.036 0.370
Cl: 5.135 1.938 2.257
C: 4.353 3.315 1.500
H: 4.755 4.230 1.945
H: 4.628 3.264 0.446

- E_LUMO: -0.62 eV
- HOMO level: -6.52 eV
- Multiplicity: 1
- E_tot: -3215.479255 Eh
- Kohn-Sham gap: 5.91 eV

Record 8
C5H6N2O in the gas phase in a non-equilibrium geometry, computed with ωB97M-V/def2-TZVPD.

CARTESIAN COORDINATES (ANGSTROEM)
C: -2.932 -0.803 -0.060
C: -1.631 -0.624 0.068
C: -0.328 -0.269 0.366
N: -0.128 0.724 1.249
N: 0.988 1.302 1.039
C: 1.713 0.809 -0.132
C: 0.975 -0.537 -0.378
O: 0.498 -0.692 -1.675
H: -3.711 -1.571 -0.196
H: 1.118 2.330 1.090
H: 1.502 1.451 -1.020
H: 2.842 0.486 0.163
H: 1.731 -1.410 0.046
H: -0.272 -1.390 -1.890

- Structure (SMILES): C#CC1=NNC[C@@H]1O
- E_LUMO: 0.30 eV
- HOMO level: -7.89 eV
- Multiplicity: 1
- E_tot: -378.664182 Eh
- Kohn-Sham gap: 8.19 eV

Which formula does entry 2 have? C4H11NO

Which value of multiplicity does entry 7 give? 1